[1]
ORCA calculation (wB97M-V/def2-TZVPD) on C3AlO4S6 as an isolated structure.

XYZ file:
```
14
Properties=species:S:1:pos:R:3
Al 0.70065 0.98866 -0.41607
S -3.07635 -4.42872 1.87307
C -2.17758 -3.14331 1.40258
S -0.42845 -3.00055 1.64843
C -0.20391 -1.52747 0.79293
C -1.39897 -0.85750 0.39448
S -1.49690 0.73785 -0.32462
S -2.89039 -1.72307 0.72569
S 1.37579 -0.97003 0.44397
O 3.36086 3.19748 -0.99748
S 1.99110 2.92252 -1.38818
O 1.25720 3.74321 -2.32042
O 1.06191 2.71823 -0.14272
O 1.92504 1.34272 -1.69167
```

largest force on an atom	3.95	eV Å⁻¹
HOMO level (alpha / beta)	-4.843 / -4.842	eV
charge	-1
E	-3047.1387	Ha



[2]
ORCA calculation (wB97M-V/def2-TZVPD) on the molecule C3BN3.

XYZ file:
```
7
Properties=species:S:1:pos:R:3
N 2.29849 1.46011 -0.07364
C 1.38858 0.76664 0.09018
B -0.12623 -0.04148 0.06250
C -1.38685 0.70029 -0.04453
N -2.30323 1.39680 -0.01083
C -0.03650 -1.58029 0.01263
N 0.16574 -2.70207 -0.03631
```

largest force on an atom	4.28	eV Å⁻¹
HOMO level	-13.177	eV
charge	0
E	-303.3996	Ha



[3]
ORCA calculation (wB97M-V/def2-TZVPD) on C3CsMgO6 as an isolated structure.

XYZ file:
```
11
Properties=species:S:1:pos:R:3
O -1.07853 2.45797 0.30140
C -1.04356 1.20881 0.16212
O 0.05413 0.59113 0.23375
C 5.12709 -1.72879 -0.54048
O 5.98733 -0.96032 -0.66701
O 4.38596 -2.61563 -0.43136
Mg 0.96608 2.39507 0.86658
C -2.38747 0.40266 0.07070
O -3.45883 0.96644 0.39111
O -2.32112 -0.80962 -0.23904
Cs -6.23108 -1.90772 -0.14775
```

largest force on an atom	2.08	eV Å⁻¹
HOMO level (alpha / beta)	-5.781 / -7.232	eV
expectation value of S²	0.751
charge	0
multiplicity	2
E	-786.0465	Ha



[4]
ORCA calculation (wB97M-V/def2-TZVPD) on C3F2LiOSm as an isolated structure.

XYZ file:
```
8
Properties=species:S:1:pos:R:3
C 0.72231 0.88772 -0.31561
F 1.89033 1.62113 -0.10483
Li -0.14433 -2.38603 -0.53117
F 1.97784 -0.93740 0.42445
O -2.23152 0.01638 0.36323
C 0.75329 -0.44212 -0.08961
C -1.65381 -0.96192 0.58672
Sm -1.31410 2.20224 -0.33319
```

largest force on an atom	0.86	eV Å⁻¹
HOMO level (alpha / beta)	-11.307 / -11.353	eV
expectation value of S²	12.009
charge	+1
multiplicity	7
E	-1054.3999	Ha



Q: What is the E in the first record?
A: -3047.1387 Ha



Please write out number 1 again, unchanged.
ORCA calculation (wB97M-V/def2-TZVPD) on C3AlO4S6 as an isolated structure.

XYZ file:
```
14
Properties=species:S:1:pos:R:3
Al 0.70065 0.98866 -0.41607
S -3.07635 -4.42872 1.87307
C -2.17758 -3.14331 1.40258
S -0.42845 -3.00055 1.64843
C -0.20391 -1.52747 0.79293
C -1.39897 -0.85750 0.39448
S -1.49690 0.73785 -0.32462
S -2.89039 -1.72307 0.72569
S 1.37579 -0.97003 0.44397
O 3.36086 3.19748 -0.99748
S 1.99110 2.92252 -1.38818
O 1.25720 3.74321 -2.32042
O 1.06191 2.71823 -0.14272
O 1.92504 1.34272 -1.69167
```

largest force on an atom	3.95	eV Å⁻¹
HOMO level (alpha / beta)	-4.843 / -4.842	eV
charge	-1
E	-3047.1387	Ha



Q: Which value of E does entry 1 give?
A: -3047.1387 Ha



Q: What is the E in the third record?
A: -786.0465 Ha